{
  "formula": "C4H12N4",
  "method": "ωB97M-V/def2-TZVPD",
  "elements": ["H", "N", "C", "N", "C", "H", "H", "H", "H", "H", "C", "N", "C", "N", "H", "H", "H", "H", "H", "H"],
  "coordinates": [[-0.111, 1.490, 1.451], [0.919, 1.644, 1.404], [1.415, 1.040, 0.380], [2.527, 0.203, 0.296], [3.290, 0.453, -0.864], [0.887, 1.094, -0.580], [3.058, 0.124, 1.175], [4.191, -0.114, -1.001], [2.634, 0.128, -1.734], [3.473, 1.504, -1.121], [-2.594, 0.427, 0.941], [-1.344, -0.260, 0.587], [-1.428, -1.317, -0.162], [-2.583, -1.814, -0.855], [-2.546, 1.474, 0.494], [-2.773, 0.546, 2.043], [-3.456, -0.073, 0.458], [-0.537, -1.885, -0.414], [-2.360, -1.843, -1.857], [-2.663, -2.819, -0.641]],
  "forces_ev_per_a": [[0.92, 1.22, -0.81], [0.77, -2.22, 0.41], [-1.59, -0.01, 0.72], [-0.03, 1.53, 2.15], [-0.80, -0.11, -3.48], [0.02, -0.48, -0.18], [-0.47, 0.26, -0.50], [0.42, -0.31, 0.51], [0.71, 0.21, 0.66], [0.33, 0.00, 0.55], [-0.60, 1.00, -1.00], [-0.83, -2.41, -0.67], [0.27, 2.00, 0.64], [-0.29, -0.69, -0.01], [0.00, -1.15, 0.67], [0.57, -0.34, -1.01], [0.24, 0.31, 0.50], [0.55, 0.34, 0.40], [-0.07, 0.30, 0.34], [-0.12, 0.52, 0.10]],
  "mulliken_charge": [0.37, -0.82, 0.06, -0.22, -0.89, 0.30, 0.29, 0.35, 0.28, 0.31, -0.92, -0.27, -0.02, -0.62, 0.26, 0.25, 0.42, 0.36, 0.27, 0.25],
  "orbital_gap_ev": 9.13,
  "e_above_lowest_ev": 2.615,
  "homo_ev": -8.4
}